ORCA calculation (ωB97M-V/def2-TZVPD) on a structure of composition C14H7BrIrO3S9.

Geometry as XYZ:
```
35
Properties=species:S:1:pos:R:3:forces:R:3:mulliken_charge:R:1
Ir -0.1360 0.1028 1.4823 -0.082 0.027 0.066 1.06
Br -3.9244 -6.2526 -3.0428 -0.006 -0.010 -0.006 -0.21
S 1.0552 0.0762 3.4534 0.031 0.096 -0.021 -0.36
S -2.0279 2.4067 -0.6727 -0.111 -0.012 0.057 0.04
S -0.2538 2.3434 1.7904 -0.012 0.004 -0.049 -0.28
S -3.1423 3.5398 -3.1882 -0.079 0.064 0.055 -0.30
S -0.8134 4.7441 -1.7801 -0.056 0.111 0.048 -0.12
S 1.2036 5.0881 0.3989 -0.019 0.025 -0.026 -0.11
S 1.7626 0.1149 0.2852 -0.013 -0.090 -0.075 -0.34
S 3.9359 0.8545 3.9447 0.022 -0.010 -0.024 -0.20
S 4.5715 0.8865 1.0687 0.012 -0.047 0.032 -0.16
O -1.3519 -0.5642 -0.2021 -0.007 0.099 0.002 -0.66
O 6.3316 1.3847 2.9702 -0.020 -0.034 -0.006 -0.58
O -0.4281 -2.0384 1.1069 0.112 -0.200 0.151 -0.74
C -0.6968 3.0628 0.2472 -0.057 -0.098 0.049 0.03
C 2.9352 0.4762 1.5351 0.100 -0.007 -0.348 -0.14
C 5.1919 1.0914 2.7195 0.033 0.074 0.019 0.58
C -3.0700 -4.8682 -2.0653 0.006 0.004 0.005 0.16
C -1.1633 -1.7786 0.1236 -0.113 0.108 -0.152 0.81
C -2.7241 -2.5425 -1.6614 -0.006 0.000 -0.032 -0.37
C -1.5595 -4.1909 -0.3473 -0.016 -0.027 0.010 -0.35
C 2.5527 3.9001 0.2051 -0.001 -0.018 -0.007 -0.26
C -0.1300 4.1652 -0.2820 0.039 0.025 0.056 0.00
C -2.0818 3.5869 -1.9264 0.236 -0.171 -0.177 0.07
C 2.6420 0.4631 2.8333 -0.075 0.019 0.362 0.21
C -2.1790 -5.2058 -1.0592 0.005 0.016 0.006 -0.50
C -1.8312 -2.8622 -0.6463 0.051 0.030 -0.022 0.02
C -3.3530 -3.5488 -2.3781 0.013 0.007 0.016 -0.51
H -4.0509 -3.3129 -3.1690 0.001 0.001 -0.001 0.42
H -1.9745 -6.2439 -0.8386 -0.001 0.000 0.001 0.41
H 3.4421 4.3787 0.6132 0.004 -0.012 0.000 0.33
H -0.8597 -4.4160 0.4463 0.001 0.001 -0.003 0.45
H 2.7106 3.6665 -0.8456 0.008 -0.002 0.002 0.31
H -2.9167 -1.5013 -1.8836 0.000 -0.002 0.004 0.48
H 2.3332 2.9935 0.7647 -0.003 0.030 0.007 -0.19
```
Positions in Å, forces in eV/Å.

The calculation puts the LUMO energy (spin up / spin down) at 1.656 / 1.655 eV. The net charge is -1. The calculation puts the relative energy (zero: lowest compared OMol25 entry of this formula, charge and spin) at 28.6 kJ/mol. For the HOMO energy (spin up / spin down), the calculation gives -4.53 / -4.53 eV.